# 1
Formula: C18H47CrNO4Si2
Source: the OMol25 dataset
Level of theory: ωB97M-V/def2-TZVPD

The total energy is -2693.19081 hartree. As for the gap between HOMO and LUMO (spin up / spin down): 7.31 / 7.72 eV. The calculation puts the energy above the lowest of the compared OMol25 structures with the same formula, charge and spin at 16.47 kcal/mol. Its LUMO energy (spin up / spin down) is -0.276 / -0.353 eV. As for the molar mass: 449.74 g mol⁻¹. The net charge is 0. As for the spin multiplicity: 5.

Last column: Mulliken spin population.
Geometry (Å):
O 0.921 0.281 -2.854  0.0008
O 0.036 -2.257 -2.397  -0.0098
C 0.223 1.507 -2.638  0.0001
C 1.009 2.695 -2.129  -0.0012
H -0.590 1.254 -1.946  0.0026
H -0.249 1.742 -3.602  -0.0001
H 1.283 2.585 -1.073  0.0020
H 0.355 3.567 -2.206  0.0001
H 1.901 2.897 -2.728  -0.0002
C 2.176 0.045 -2.186  0.0021
C 3.190 -0.286 -3.249  0.0001
H 2.007 -0.804 -1.503  0.0042
H 2.495 0.892 -1.562  -0.0006
H 2.899 -1.203 -3.773  0.0001
H 4.166 -0.429 -2.780  -0.0001
H 3.256 0.536 -3.973  0.0001
C 0.479 -3.602 -2.114  0.0017
C -0.568 -2.083 -3.697  0.0003
C 1.987 -3.658 -2.009  0.0001
H 0.130 -4.278 -2.915  -0.0001
H 0.007 -3.908 -1.171  -0.0001
H 2.454 -3.405 -2.969  0.0000
H 2.296 -4.672 -1.737  0.0000
H 2.367 -2.972 -1.240  0.0000
C 0.435 -2.192 -4.819  0.0003
H -1.026 -1.091 -3.672  -0.0003
H -1.369 -2.839 -3.816  0.0001
H 1.125 -1.341 -4.777  0.0001
H -0.093 -2.149 -5.777  0.0000
H 0.994 -3.133 -4.771  0.0000
H -0.053 -1.003 -1.154  0.0174
Cr 0.051 0.515 2.066  4.0221
C -0.382 -0.757 -0.068  0.2024
Si -2.210 -1.222 0.100  0.0150
H 0.267 -1.375 0.577  -0.1059
H -0.178 0.339 0.017  -0.1548
C -3.164 -0.158 -1.127  0.0030
C -2.986 -1.005 1.798  0.0103
C -2.535 -3.026 -0.337  0.0003
C -1.351 2.049 2.107  -0.0818
Si -1.169 2.778 3.821  -0.0390
H -2.383 1.747 1.858  0.0128
H -1.045 2.782 1.335  0.0208
C -2.633 2.305 4.896  0.0036
C -1.059 4.647 3.673  -0.0006
C 0.386 2.145 4.680  0.0629
H -3.607 -3.241 -0.225  0.0002
H -1.991 -3.705 0.334  0.0000
H -2.251 -3.273 -1.369  -0.0003
H -3.321 0.851 -0.722  -0.0001
H -4.150 -0.604 -1.321  0.0000
H -2.639 -0.065 -2.087  0.0004
H -2.555 -0.201 2.410  0.0012
H -2.895 -1.945 2.358  0.0061
H -4.057 -0.794 1.667  -0.0018
H -1.515 4.985 2.734  -0.0005
H -0.013 4.982 3.680  0.0000
H -1.578 5.143 4.504  0.0001
H 1.303 2.480 4.175  -0.0054
H 0.408 1.050 4.793  -0.0157
H 0.384 2.582 5.690  0.0103
H -2.809 3.092 5.642  0.0006
H -2.444 1.365 5.431  -0.0002
H -3.549 2.183 4.304  0.0001
N 1.805 -0.447 2.817  -0.0302
C 3.026 0.312 2.443  0.0097
C 2.696 1.162 1.224  0.0077
O 3.564 1.418 0.398  0.0114
O 1.438 1.531 1.153  0.0142
H 1.763 -0.531 3.836  0.0017
H 1.943 -1.416 2.516  0.0027
H 3.335 0.974 3.259  -0.0026
H 3.858 -0.350 2.197  -0.0004

---

# 2
Formula: C28H30ClN10NaO4S2
Source: the OMol25 dataset
Level of theory: ωB97M-V/def2-TZVPD

The total energy is -3352.57901 hartree. As for the gap between HOMO and LUMO: 4.33 eV. The calculation puts the energy above the lowest of the compared OMol25 structures with the same formula, charge and spin at 0.00 kcal/mol. Its LUMO energy is 3.505 eV. As for the molar mass: 693.19 g mol⁻¹. The net charge is -2. As for the spin multiplicity: 1.

Last column: Mulliken charge in e.
Geometry (Å):
Na 0.800 0.003 1.206  1.0044
O -4.479 -1.869 5.773  -0.7267
C -4.620 -1.972 4.538  0.3833
O -5.608 -2.369 3.880  -0.7492
C -3.391 -1.551 3.681  0.0853
C -3.364 -1.861 2.324  -0.7279
C -2.277 -1.473 1.563  -0.7851
N -1.236 -0.799 2.061  0.6395
C -1.240 -0.523 3.370  0.9506
C -2.295 -0.882 4.207  -0.9382
C 0.023 0.168 3.922  -0.2403
O 0.206 0.103 5.148  -0.8444
O 0.770 0.708 3.060  -0.6775
H -4.200 -2.395 1.894  0.4614
H -2.226 -1.685 0.502  0.4755
H -2.245 -0.641 5.258  0.5744
N 0.642 -0.079 -3.058  0.3809
C 1.487 -1.065 -2.693  0.2448
N 2.150 -1.694 -3.676  -0.7155
C 2.915 -2.689 -3.243  0.3214
N 3.572 -3.421 -4.201  -0.4321
N 3.080 -3.067 -1.980  -0.6586
C 2.371 -2.364 -1.085  -0.1211
N 1.563 -1.363 -1.393  0.1457
C 2.450 -2.799 0.321  0.6408
C 3.236 -3.897 0.673  -0.8184
C 3.225 -4.331 1.986  -0.3398
C 2.428 -3.667 2.905  -1.0034
C 1.698 -2.571 2.467  -0.0137
N 1.712 -2.136 1.215  0.2938
H 0.811 0.329 -3.961  0.2688
H 0.388 0.555 -2.314  -0.2677
H 3.708 -2.945 -5.076  0.2743
H 4.341 -3.969 -3.855  0.2659
H 3.820 -4.382 -0.093  0.4668
H 3.822 -5.182 2.290  0.3954
H 2.381 -3.973 3.940  0.4537
H 1.083 -2.005 3.158  0.2518
C -2.282 -1.908 -4.623  -0.9802
C -3.224 -1.262 -3.602  -0.5444
C -2.538 -0.214 -2.791  0.3010
N -1.994 -0.423 -1.652  -0.5538
N -1.388 0.652 -1.091  0.3553
C -1.489 1.733 -1.812  0.0774
N -1.023 2.944 -1.458  -0.0430
S -2.381 1.467 -3.314  -0.3122
H -2.794 -2.704 -5.167  0.3999
H -1.417 -2.334 -4.116  0.1908
H -1.927 -1.169 -5.343  0.2691
H -3.583 -2.016 -2.901  0.2715
H -4.087 -0.825 -4.109  0.3267
H -0.580 2.985 -0.541  -0.2233
H -0.762 3.621 -2.154  0.2471
Cl 0.667 5.569 -2.495  -0.3116
C 1.548 4.363 -1.558  0.1687
C 1.507 4.392 -0.161  -0.5909
C 2.150 3.427 0.573  -0.2600
C 2.883 2.344 -0.046  0.8962
C 3.502 1.355 0.684  -1.6600
C 2.931 2.402 -1.488  -0.5988
C 2.276 3.372 -2.211  -0.3694
H 0.956 5.185 0.335  0.2849
H 2.096 3.442 1.656  0.2355
H 3.494 1.371 1.767  0.3012
H 4.033 0.544 0.195  0.2592
H 3.504 1.639 -2.006  0.3596
H 2.317 3.369 -3.296  0.3896
C -1.353 4.400 2.316  -1.2265
S -1.271 2.639 1.882  0.5288
C -3.046 2.348 1.676  -1.1176
H -1.658 4.996 1.454  0.3051
H -0.354 4.695 2.632  0.2789
H -2.056 4.532 3.138  0.4321
H -3.538 2.417 2.645  0.4277
H -3.152 1.335 1.292  0.1652
H -3.472 3.069 0.976  0.4012

---

# 3
Formula: C3H9NO2
Source: the OMol25 dataset
Level of theory: ωB97M-V/def2-TZVPD

The total energy is -324.92037 hartree. As for the gap between HOMO and LUMO: 9.83 eV. The calculation puts the energy above the lowest of the compared OMol25 structures with the same formula, charge and spin at 32.78 kcal/mol. Its LUMO energy is 0.654 eV. As for the molar mass: 91.11 g mol⁻¹. The net charge is 0. The SMILES is CC(=O)O.CN. As for the spin multiplicity: 1.

Last column: natural (NBO) charge in e.
Geometry (Å):
C 0.526 1.976 -0.406  -0.7319
C -0.789 1.496 -0.901  0.7827
O -0.693 0.373 -1.649  -0.7068
O -1.841 2.100 -0.980  -0.5935
H 0.830 2.785 -1.086  0.2563
H 1.118 1.057 -0.532  0.2403
H 0.573 2.354 0.610  0.2483
C 0.743 -1.511 1.173  -0.4215
N -0.337 -2.407 0.692  -0.8644
H -1.087 -2.588 1.340  0.3677
H -0.542 -1.965 -0.198  0.3660
H -1.547 0.166 -2.066  0.5033
H 0.524 -0.456 0.916  0.1659
H 1.645 -1.958 0.799  0.1971
H 0.875 -1.420 2.288  0.1906